{"formula": "C14H35F3N7O20P", "method": "the ωB97M-V functional and the def2-TZVPD basis", "multiplicity": 1, "smiles": "CCOC(=O)C(F)(F)F.COP(=O)(OC)OC.C[N+](=O)[O-].C[N+](=O)[O-].C[N+](=O)[O-].C[N+](=O)[O-].C[N+](=O)[O-].C[N+](=O)[O-].C[N+](=O)[O-]", "symbols": ["C", "N", "O", "O", "H", "H", "H", "C", "N", "O", "O", "H", "H", "H", "C", "N", "O", "O", "H", "H", "H", "C", "N", "O", "O", "H", "H", "H", "C", "N", "O", "O", "H", "H", "H", "C", "N", "O", "O", "H", "H", "H", "C", "N", "O", "O", "H", "H", "H", "C", "O", "P", "O", "O", "C", "O", "C", "H", "H", "H", "H", "H", "H", "H", "H", "H", "C", "C", "O", "C", "O", "C", "F", "F", "F", "H", "H", "H", "H", "H"], "xyz": [[0.0313, -3.5515, -2.9450], [1.1348, -4.4500, -3.2039], [2.0649, -3.9546, -3.8178], [1.1082, -5.6094, -2.7823], [-0.3213, -3.6810, -1.9224], [-0.7126, -3.7734, -3.7096], [0.4337, -2.5515, -3.0969], [4.3791, 2.9961, 0.1344], [3.9387, 1.6147, 0.3189], [2.8384, 1.4049, -0.2028], [4.6884, 0.8930, 0.9571], [3.7449, 3.7866, 0.5333], [4.7192, 3.1134, -0.8937], [5.2866, 3.1540, 0.7182], [-3.2677, -0.6418, 2.8216], [-2.0091, 0.0901, 2.9499], [-1.0414, -0.4357, 3.4706], [-1.9421, 1.1997, 2.4561], [-3.3271, -1.2788, 3.7023], [-3.0483, -1.0931, 1.8540], [-4.0749, 0.0882, 2.8338], [1.2355, 2.8521, 2.3261], [0.8099, 4.2702, 1.9764], [1.3147, 4.7155, 0.9415], [0.1347, 4.8525, 2.7968], [1.6721, 2.5093, 1.3889], [0.3650, 2.2144, 2.4766], [1.9385, 2.8678, 3.1569], [5.0237, -3.5251, -1.3436], [3.9407, -2.7977, -0.6159], [3.3831, -3.3911, 0.2633], [3.6482, -1.6725, -0.9729], [5.9214, -3.4776, -0.7289], [5.1248, -3.0759, -2.3294], [4.6425, -4.5452, -1.3417], [1.0783, 3.1904, -2.3646], [-0.0646, 3.7521, -3.1632], [-1.1878, 3.6615, -2.7019], [0.0906, 4.3202, -4.2029], [1.0419, 2.1085, -2.4786], [1.0503, 3.5915, -1.3527], [2.0111, 3.5616, -2.7879], [0.4135, -0.6051, 0.2444], [0.0113, 0.4077, -0.7271], [-0.5804, 1.3466, -0.2242], [-0.0656, 0.0030, -1.8624], [0.4681, -0.2550, 1.2738], [1.3677, -1.0197, -0.0798], [-0.3053, -1.4216, 0.2109], [0.0446, -6.4419, 0.0666], [-0.6454, -5.7678, 1.0993], [-1.0013, -4.2060, 1.0602], [-1.5623, -3.6447, -0.1852], [0.3232, -3.4233, 1.6138], [1.0060, -3.6859, 2.8166], [-1.9907, -4.0998, 2.3093], [-3.2716, -4.6369, 2.1935], [1.1290, -6.3577, 0.0082], [-0.4789, -6.1575, -0.8471], [-0.1390, -7.5148, -0.0060], [0.4897, -3.1831, 3.6340], [2.0451, -3.3859, 2.6898], [0.9635, -4.7691, 2.9379], [-4.1256, -3.9592, 2.2016], [-3.3583, -5.1326, 3.1619], [-3.3358, -5.3671, 1.3873], [-2.8058, 3.6794, 0.7371], [-2.7941, 5.1842, 0.3492], [-2.7157, 5.5546, -1.0442], [-3.8443, 5.3411, -1.9045], [-4.9474, 4.9175, -1.6076], [-3.5362, 5.9060, -3.3674], [-4.2271, 7.0485, -3.5101], [-2.2649, 6.1569, -3.6120], [-3.9306, 4.9729, -4.2373], [-1.9015, 3.1088, 0.5281], [-3.6433, 3.2254, 0.2069], [-2.9607, 3.5249, 1.8050], [-1.9438, 5.7150, 0.7770], [-3.6845, 5.6397, 0.7842]], "atomic_forces_ev_per_a": [[-0.6, 0.7, 0.1], [1.4, -1.0, 0.2], [0.1, -0.6, 0.0], [-0.1, 1.1, -0.5], [-0.2, -0.2, -0.3], [-0.2, 0.0, 0.3], [-0.3, -0.1, 0.0], [2.3, 1.3, 0.5], [-0.5, 1.1, 0.0], [1.2, -1.2, 0.8], [-1.5, -0.3, -0.8], [-0.9, -0.5, -0.6], [-0.7, 0.1, -0.1], [0.1, -0.5, 0.0], [0.3, 0.2, 0.4], [1.6, 1.6, 0.3], [-0.4, -0.6, 0.2], [-0.5, 0.0, 0.0], [0.0, -0.4, -0.5], [-1.0, -0.7, 0.1], [0.1, -0.2, -0.4], [-0.3, -0.1, -1.4], [1.2, -0.9, 0.5], [-1.0, 0.2, 1.0], [0.0, 0.2, -0.9], [0.3, -0.1, 0.4], [-0.1, 0.4, 0.5], [-0.2, 0.2, 0.0], [-0.5, -0.2, 0.3], [0.2, 0.9, -0.9], [-0.5, -0.7, 1.0], [0.3, -0.1, -0.1], [0.0, 0.2, -0.1], [0.1, -0.1, 0.2], [0.3, 0.0, -0.4], [0.6, 0.5, -0.6], [-1.7, 0.4, 0.9], [0.2, -0.9, 1.1], [1.8, 0.4, -1.5], [-0.2, 0.1, 0.4], [-0.6, -0.5, 0.0], [-0.2, 0.0, -0.4], [1.6, -1.3, 0.7], [-2.5, -1.6, 2.0], [0.6, 1.0, -1.1], [0.6, 1.0, -1.1], [0.0, 0.4, -0.3], [0.0, 0.0, 0.1], [-0.2, 0.2, -0.3], [-0.8, -0.6, -2.2], [0.0, 0.4, 1.0], [1.2, 0.7, 1.2], [0.8, -0.5, 0.6], [-2.1, -0.1, -2.2], [-0.2, -1.1, 0.2], [1.5, 1.2, -0.9], [-1.0, -1.5, 1.4], [-0.1, 0.8, 0.3], [0.8, 0.5, -0.4], [-0.3, -0.1, 1.3], [0.3, 0.0, 0.1], [-0.2, 0.2, 0.1], [0.3, 0.0, 0.6], [0.5, 0.6, -0.6], [-0.5, -0.6, -0.2], [-0.2, 0.1, 0.0], [0.0, 0.4, -0.8], [-0.2, -0.2, 0.9], [-2.5, -1.0, -2.2], [0.5, 0.3, 2.0], [2.6, 0.8, -0.5], [0.1, -0.9, 1.3], [-0.1, -0.4, -0.3], [0.1, 0.3, 0.2], [-0.4, 0.5, -0.1], [0.0, 0.4, -0.4], [0.1, -0.2, 0.1], [-0.2, 0.5, 0.0], [0.1, -0.2, 0.0], [-0.1, 0.0, -0.1]], "lowdin_charge": [0.041, -0.437, 0.055, 0.041, 0.062, 0.117, 0.097, 0.025, -0.410, 0.034, 0.091, 0.089, 0.110, 0.095, 0.062, -0.444, 0.055, 0.051, 0.106, 0.114, 0.107, 0.061, -0.405, 0.028, 0.078, 0.050, 0.071, 0.107, 0.059, -0.446, 0.064, 0.055, 0.102, 0.101, 0.098, 0.049, -0.422, 0.052, 0.076, 0.076, 0.077, 0.093, 0.019, -0.421, 0.053, 0.076, 0.087, 0.078, 0.077, -0.102, -0.208, 0.445, -0.231, -0.248, -0.088, -0.220, -0.122, 0.094, 0.073, 0.091, 0.090, 0.086, 0.087, 0.088, 0.095, 0.092, -0.058, -0.194, -0.032, -0.268, 0.139, -0.558, 0.158, 0.170, 0.163, 0.034, 0.076, 0.066, 0.110, 0.116]}

---

{"formula": "C14H36InN2O4", "method": "the ωB97M-V functional and the def2-TZVPD basis", "multiplicity": 1, "charge": -1, "symbols": ["C", "C", "In", "H", "H", "H", "H", "H", "H", "C", "O", "C", "C", "N", "C", "C", "O", "C", "H", "H", "H", "H", "H", "H", "H", "H", "H", "H", "H", "H", "H", "H", "H", "C", "O", "C", "C", "N", "C", "C", "O", "C", "H", "H", "H", "H", "H", "H", "H", "H", "H", "H", "H", "H", "H", "H", "H"], "xyz": [[-4.6862, -1.5347, -5.2534], [-4.8633, -2.6845, -4.4460], [-3.7263, -4.5430, -5.1723], [-3.6512, -1.1170, -5.2749], [-5.4827, -1.0866, -5.8931], [-5.4992, -2.6799, -3.5216], [-4.8499, -5.9320, -5.0676], [-3.3015, -4.3288, -6.9148], [-2.2695, -4.8032, -4.1825], [-0.3387, -0.9093, 1.3803], [0.4652, -0.7021, 0.2330], [1.7571, -1.2988, 0.3144], [1.8622, -2.5307, -0.5795], [1.0720, -3.6440, -0.0610], [0.8639, -4.7396, -1.0124], [0.1846, -4.4324, -2.3539], [-1.1881, -4.1108, -2.2620], [-1.4655, -2.7814, -1.8680], [-1.1831, -0.2207, 1.3246], [-0.7416, -1.9257, 1.4054], [0.2162, -0.7085, 2.3011], [2.0373, -1.5288, 1.3469], [2.4621, -0.5499, -0.0575], [2.9112, -2.8375, -0.6454], [1.5306, -2.2330, -1.5795], [0.1651, -3.3001, 0.2236], [0.2564, -5.4878, -0.4968], [1.8357, -5.2085, -1.2103], [0.2255, -5.3505, -2.9477], [0.7203, -3.6766, -2.9396], [-0.7382, -2.0697, -2.2662], [-1.5195, -2.7117, -0.7776], [-2.4524, -2.5173, -2.2552], [0.4066, 5.4978, 4.6740], [-0.3811, 4.7360, 3.7772], [-0.4829, 5.2998, 2.4713], [0.3442, 4.5166, 1.4571], [1.7781, 4.7035, 1.6700], [2.6283, 3.7486, 0.9559], [2.4310, 2.2501, 1.2184], [2.8383, 1.8152, 2.5089], [1.9100, 2.0781, 3.5464], [0.2177, 5.1263, 5.6820], [1.4746, 5.3743, 4.4699], [0.1443, 6.5580, 4.6382], [-0.2215, 6.3623, 2.4646], [-1.5346, 5.2185, 2.1838], [0.0862, 4.8519, 0.4480], [0.0563, 3.4644, 1.5501], [1.9778, 4.6243, 2.6576], [3.6610, 3.9987, 1.2132], [2.5210, 3.9324, -0.1191], [3.0786, 1.7185, 0.5159], [1.4139, 1.9083, 0.9990], [0.8752, 1.9829, 3.2106], [2.0887, 3.0671, 3.9730], [2.0800, 1.3514, 4.3436]], "atomic_forces_ev_per_a": [[-0.5, -1.7, 1.3], [1.7, 2.1, 0.2], [0.5, 0.1, 0.3], [-0.5, -1.0, -1.6], [0.3, 0.8, 1.5], [-1.2, -0.6, -1.9], [0.0, 0.2, 0.1], [-0.1, 0.1, 0.3], [-0.2, -0.2, -0.4], [-0.1, 0.1, -0.3], [0.1, 0.0, 0.5], [0.2, -0.1, -0.5], [-0.4, 0.0, 0.3], [0.1, 0.1, -0.1], [0.0, 0.1, 0.0], [-0.2, -0.3, 0.0], [0.6, 0.3, 0.5], [-0.4, -0.3, -0.1], [0.1, 0.0, -0.1], [0.0, 0.0, 0.2], [0.0, 0.0, 0.0], [-0.2, 0.0, 0.0], [0.0, 0.0, 0.0], [0.0, 0.0, 0.0], [0.1, 0.1, -0.1], [0.0, 0.0, -0.1], [0.0, 0.0, -0.1], [0.0, 0.1, -0.1], [-0.1, 0.0, 0.0], [0.0, 0.1, 0.1], [0.1, 0.0, 0.1], [0.1, 0.2, 0.1], [0.1, -0.1, -0.1], [-0.1, -0.3, 0.0], [0.2, 0.4, 0.1], [-0.2, -0.4, -0.3], [0.2, 0.2, 0.3], [-0.1, -0.1, 0.0], [0.0, 0.1, 0.1], [0.2, 0.0, -0.2], [-0.2, 0.0, -0.1], [0.3, -0.2, 0.1], [-0.1, 0.0, -0.1], [0.1, 0.2, 0.0], [0.0, 0.0, 0.0], [0.1, 0.0, 0.1], [0.0, 0.0, 0.0], [0.0, 0.0, 0.0], [-0.2, 0.0, -0.1], [0.0, 0.0, 0.0], [0.0, -0.1, -0.1], [-0.1, -0.1, 0.0], [0.0, 0.0, 0.1], [-0.1, 0.1, 0.1], [0.0, 0.1, 0.0], [-0.2, 0.1, 0.1], [0.0, 0.0, -0.1]], "lowdin_charge": [-0.226, -0.359, 0.185, 0.014, 0.012, -0.017, -0.169, -0.165, -0.130, -0.113, -0.196, -0.214, -0.212, -0.057, -0.198, -0.239, -0.256, -0.098, 0.090, 0.073, 0.081, 0.123, 0.106, 0.120, 0.101, 0.061, 0.117, 0.110, 0.117, 0.111, 0.088, 0.065, 0.081, -0.117, -0.192, -0.209, -0.207, -0.054, -0.193, -0.222, -0.180, -0.099, 0.089, 0.070, 0.086, 0.119, 0.121, 0.124, 0.101, 0.060, 0.118, 0.118, 0.115, 0.106, 0.086, 0.067, 0.089]}

---

no.,DFT total energy (eV),E_LUMO (eV),orbital gap (Ha)
1,-83889.0303,-0.40,0.3579
2,-31438.2844,2.04,0.1792